(1)
# C32H40K2N8O4S

A structure of composition C32H40K2N8O4S (ωB97M-V/def2-TZVPD, the OMol25 dataset).

Total charge ... 0
HOMO ... -7.492 eV
E_LUMO ... -1.12 eV

Last column: Löwdin charge in e.
Element x y z (Å)
K  0.664  1.858  -3.781  0.8773
K  1.569  3.063  2.505  0.8649
S  0.208  0.568  -0.086  0.2540
O  1.627  0.116  -0.013  -0.4153
O  -0.082  1.670  0.821  -0.4434
O  -0.036  1.076  -1.458  -0.5009
O  -0.579  -0.630  0.244  -0.3684
N  1.241  -2.119  -2.410  0.0265
C  2.055  -3.206  -2.548  -0.1348
C  1.833  -3.715  -3.806  -0.1130
C  0.960  -2.849  -4.465  -0.1168
C  0.563  -1.870  -3.574  -0.1412
H  1.171  -1.591  -1.562  0.0976
H  2.617  -3.596  -1.715  0.1157
H  2.322  -4.604  -4.171  0.0952
H  0.584  -2.968  -5.469  0.0924
H  -0.175  -1.081  -3.702  0.0877
N  -2.749  -0.680  -2.006  0.0155
C  -3.506  -1.801  -2.218  -0.1240
C  -4.686  -1.423  -2.816  -0.1038
C  -4.551  -0.045  -3.068  -0.1282
C  -3.363  0.425  -2.538  -0.1376
H  -1.864  -0.706  -1.533  0.0807
H  -3.056  -2.737  -1.923  0.1097
H  -5.473  -2.080  -3.145  0.0889
H  -5.154  0.618  -3.672  0.0876
H  -2.941  1.412  -2.464  0.0884
N  -3.162  0.332  1.896  0.0226
C  -4.490  0.010  1.875  -0.1223
C  -5.103  0.804  2.836  -0.1252
C  -4.160  1.696  3.319  -0.1309
C  -2.912  1.304  2.830  -0.1401
H  -2.444  -0.086  1.322  0.1017
H  -4.934  -0.734  1.236  0.1068
H  -6.124  0.937  3.166  0.0911
H  -4.296  2.466  4.063  0.0875
H  -1.936  1.751  2.984  0.0904
N  -1.976  3.497  -0.422  0.0208
C  -1.652  4.836  -0.533  -0.1387
C  -2.826  5.580  -0.554  -0.0999
C  -3.857  4.618  -0.400  -0.1232
C  -3.328  3.362  -0.291  -0.1282
H  -1.280  2.770  -0.415  0.0688
H  -0.590  5.034  -0.513  0.0832
H  -3.003  6.632  -0.692  0.0841
H  -4.899  4.889  -0.480  0.0919
H  -3.809  2.411  -0.121  0.1066
N  -1.233  -3.292  0.735  0.0134
C  -0.751  -4.335  0.003  -0.1452
C  -1.287  -5.488  0.505  -0.1151
C  -2.213  -5.097  1.498  -0.1384
C  -2.143  -3.749  1.687  -0.1166
H  -1.023  -2.316  0.552  0.0659
H  0.001  -4.137  -0.744  0.0895
H  -1.140  -6.529  0.267  0.0866
H  -2.889  -5.714  2.072  0.0878
H  -2.618  -3.027  2.329  0.0997
N  4.261  -0.208  0.156  0.0005
C  5.087  0.110  1.185  -0.1512
C  6.388  -0.048  0.743  -0.1090
C  6.315  -0.475  -0.605  -0.1203
C  4.985  -0.599  -0.939  -0.1399
H  3.242  -0.048  0.165  0.0637
H  4.696  0.440  2.134  0.1018
H  7.277  0.167  1.314  0.0871
H  7.170  -0.719  -1.216  0.0886
H  4.539  -0.958  -1.852  0.1040
N  1.427  -1.309  2.827  0.0059
C  2.573  -1.904  3.249  -0.1206
C  2.443  -2.037  4.634  -0.1091
C  1.164  -1.549  5.000  -0.1085
C  0.631  -0.938  3.866  -0.1341
H  1.309  -0.963  1.885  0.0914
H  3.356  -2.064  2.527  0.1006
H  3.123  -2.386  5.394  0.0844
H  0.747  -1.385  5.980  0.0857
H  -0.298  -0.443  3.622  0.0975
N  2.901  2.484  -0.848  0.0315
C  2.102  3.580  -0.740  -0.2197
C  2.859  4.709  -0.886  -0.1067
C  4.198  4.292  -1.155  -0.0867
C  4.180  2.911  -1.120  -0.1079
H  2.528  1.545  -0.746  0.0767
H  1.028  3.467  -0.701  0.0752
H  2.561  5.744  -0.808  0.0940
H  5.097  4.860  -1.324  0.0932
H  4.985  2.193  -1.177  0.1025

Forces on the atoms, in the same order (eV/Å):
K -0.059 -0.177 0.383
K -0.233 -0.374 -0.462
S 0.124 -1.065 -0.654
O 0.012 0.467 0.127
O 0.383 0.694 1.299
O -0.191 -0.274 -0.447
O -0.613 0.657 -0.348
N 0.159 0.316 0.118
C -0.834 -0.109 -0.080
C 1.211 -0.359 0.467
C -1.000 0.393 -0.523
C 0.378 -0.342 -0.248
H -0.083 0.342 0.306
H 0.066 0.100 -0.019
H -0.117 0.072 -0.214
H 0.004 0.041 0.022
H 0.182 -0.254 0.326
N 0.038 -0.164 -0.260
C 0.434 0.297 0.594
C 0.696 -0.270 -0.436
C 0.013 1.576 -0.378
C -0.290 -1.197 0.058
H 0.188 0.173 0.219
H -0.453 -0.174 0.071
H -0.024 0.028 0.024
H -0.481 -0.267 0.245
H -0.019 0.016 -0.017
N 0.415 -0.211 0.068
C -0.529 0.353 0.909
C -0.740 0.365 -0.809
C 2.279 -0.147 1.018
C -1.108 0.778 -0.441
H 0.020 -0.079 -0.077
H 0.337 -0.083 -0.081
H -0.195 -0.655 -0.535
H -0.122 -0.039 -0.008
H -0.186 -0.293 -0.239
N -0.178 0.929 0.208
C -0.061 -0.485 -0.073
C 0.621 -1.197 0.078
C -0.811 0.640 -0.302
C 0.193 0.079 -0.258
H -0.127 -0.246 0.345
H -0.125 0.594 -0.260
H 0.351 0.079 0.091
H -0.063 -0.281 0.316
H 0.082 -0.025 -0.114
N -0.641 0.164 0.450
C 0.561 0.284 0.247
C -0.751 -0.373 0.039
C -0.622 -0.193 1.228
C 1.034 0.684 -1.567
H 0.090 -0.320 0.143
H -0.043 -0.203 -0.106
H 0.280 0.174 -0.447
H 0.238 -0.256 -0.074
H -0.195 -0.219 0.109
N -0.848 -0.138 -0.199
C 0.645 0.162 -0.293
C -0.401 0.329 0.235
C 0.219 -0.288 0.050
C 0.449 0.327 0.316
H 0.727 -0.559 0.071
H 0.007 -0.050 0.006
H 0.007 -0.119 -0.007
H -0.115 -0.027 -0.127
H -0.198 0.097 0.057
N 0.435 1.085 -0.709
C -0.334 0.112 1.150
C -0.120 -0.300 -0.152
C -0.111 1.946 -0.619
C -0.256 -1.452 -0.010
H -0.099 -0.196 -0.096
H 0.144 -0.320 0.239
H 0.302 -0.323 -0.439
H 0.148 -0.359 0.130
H -0.119 -0.097 0.359
N 0.515 0.718 -0.548
C -0.837 0.287 0.027
C 0.831 0.603 -0.214
C -0.307 -1.082 0.287
C -0.018 -0.216 0.295
H 0.235 -0.233 0.032
H 0.055 -0.031 0.300
H -0.320 -0.105 -0.128
H -0.137 0.249 0.047
H 0.002 0.016 -0.091

(2)
# C4H9N2O2

A structure of composition C4H9N2O2 (ωB97M-V/def2-TZVPD, the OMol25 dataset).

Total charge ... -1
HOMO ... -3.255 eV
E_LUMO ... 4.12 eV

Last column: Löwdin charge in e.
Element x y z (Å)
O  -2.237  0.133  1.138  0.0316
C  -1.643  -0.282  0.163  -0.5087
N  -1.927  -1.532  -0.399  0.0982
C  -0.457  0.359  -0.558  -0.4341
C  -0.189  1.791  -0.080  -0.0741
N  0.665  -0.550  -0.479  -0.0669
C  2.166  -0.505  0.722  -0.4261
O  2.294  0.539  1.381  -0.1941
H  -2.416  -2.097  0.281  0.0783
H  -1.007  -1.877  -0.692  0.0615
H  -0.842  0.403  -1.576  0.1159
H  -0.051  1.688  0.999  0.0670
H  0.772  2.120  -0.462  0.0664
H  -1.045  2.429  -0.283  0.0623
H  1.262  -0.319  -1.267  0.0174
H  1.866  -1.445  1.239  0.0528
H  2.791  -0.854  -0.127  0.0525

Forces on the atoms, in the same order (eV/Å):
O -0.197 0.412 -0.226
C 0.282 -0.772 0.331
N 0.291 0.592 0.327
C -0.198 0.676 0.426
C -0.032 -1.119 0.891
N 0.787 -0.532 -0.519
C -1.620 -1.129 0.138
O 0.680 0.544 -0.076
H 0.068 -0.201 -0.122
H -0.221 -0.313 -0.051
H 0.114 0.039 -0.598
H -0.024 0.420 0.020
H -0.151 0.320 -0.289
H 0.115 0.338 -0.125
H -0.213 -0.045 -0.207
H -0.129 0.114 0.216
H 0.447 0.655 -0.135

Energy above the lowest of the compared OMol25 structures with the same formula, charge and spin readings, ordered: 193.8 231.3 kJ/mol